1.
C4H5FO3 in the gas phase, computed with ωB97M-V/def2-TZVPD.

```
13
Properties=species:S:1:pos:R:3:forces:R:3
O -2.9400 -0.2737 0.2223 -0.09 0.09 -0.17
C -1.7660 -0.3054 -0.0164 -0.28 0.62 0.72
O -1.1000 -1.4650 -0.2156 -0.17 0.06 -0.04
C -0.8899 0.9359 -0.0579 -1.59 -1.36 -0.40
F -1.5526 2.0891 -0.0659 -0.47 0.06 -0.02
C 0.3974 0.9051 -0.2074 1.30 0.06 0.02
C 1.2494 -0.3329 -0.0520 0.76 0.25 -0.21
O 2.6056 0.0966 0.0773 0.15 -0.42 -0.26
H -1.7431 -2.1881 -0.0844 0.14 0.39 -0.09
H 0.8675 1.8804 -0.3833 0.20 -0.53 0.17
H 1.1976 -1.0019 -0.9409 0.15 0.58 0.63
H 0.9487 -0.9263 0.8282 0.06 0.26 -0.41
H 2.7254 0.5861 0.8960 -0.16 -0.05 0.05
```
Forces are in eV/Å.

Structure (SMILES)   O=C(O)/C(F)=C\CO
Orbital gap   10.7 eV
Energy relative to the best compared isomer or geometry (same formula, charge and spin)   1.8 kcal/mol
E_tot   -480.97901 Ha
Net charge   0
E_HOMO   -10.23 eV

2.
A molecular structure, C4H5GaO4, computed with ωB97M-V/def2-TZVPD.

```
14
Properties=species:S:1:pos:R:3:forces:R:3
O -0.0221 -2.6521 2.0741 1.95 1.83 -1.39
C 0.4764 -2.1825 1.1172 -3.22 -2.89 1.26
O 0.5978 -2.1651 -0.0798 1.46 0.97 -0.35
O 1.2704 -0.3292 1.4185 1.27 0.69 -0.65
C 0.3231 0.6174 1.5505 -1.33 -0.29 -0.24
C -0.2662 1.1164 0.4539 -0.59 0.01 1.10
O 0.2602 0.7349 -0.7693 0.55 -0.08 0.36
C -0.6525 0.6899 -1.8627 -0.79 -0.06 -1.18
Ga 1.9063 -0.3589 -0.4604 -0.69 -0.62 1.17
H -0.0975 0.7964 2.5442 0.52 0.15 -0.25
H -1.1832 1.7032 0.4386 0.56 0.21 -0.09
H -0.0656 0.4350 -2.7511 -0.21 0.16 0.18
H -1.4193 -0.0781 -1.6925 0.29 0.19 0.08
H -1.1277 1.6728 -1.9812 0.25 -0.28 0.00
```
Forces are in eV/Å.

Spin multiplicity   2
Orbital gap (alpha / beta)   9.8 / 5.6 eV
E_tot   -2380.83844 Ha
Net charge   +1
E_HOMO (alpha / beta)   -13.87 / -13.60 eV

3.
A molecular structure, C4H5HgLiO2, computed with ωB97M-V/def2-TZVPD.

```
13
Properties=species:S:1:pos:R:3:forces:R:3
H -1.7532 0.2095 1.4049 0.07 -0.28 -0.11
C -1.0591 -0.4614 0.8720 -0.21 0.93 -1.92
C -0.9705 -0.3500 -0.5044 -1.13 -1.12 1.41
O -0.3239 -1.2402 1.6091 1.33 1.56 -5.55
Hg -0.4945 -1.8561 3.4730 -0.47 -2.05 6.06
H -1.8422 0.0612 -1.0188 0.53 0.26 0.02
H -0.4270 -1.1477 -1.0263 -0.05 0.36 0.01
C 0.6577 1.4589 -1.3752 2.21 0.65 0.03
C 1.7949 0.9555 -0.8106 -2.55 -1.12 0.23
O 2.2044 0.0601 -0.1289 0.72 0.87 -0.52
Li 1.3889 -1.3846 0.8859 -0.39 0.27 0.15
H 0.2702 2.3776 -0.9258 0.01 -0.37 -0.17
H 0.5543 1.3171 -2.4549 -0.07 0.05 0.36
```
Forces are in eV/Å.

Orbital gap   6.1 eV
Energy relative to the best compared isomer or geometry (same formula, charge and spin)   0.0 kcal/mol
E_tot   -466.73438 Ha
Net charge   0
E_HOMO   -6.45 eV